1.
This record from OMol25 describes 2 unconnected molecules or ions with the total composition C6H17NO2. The level of theory is ωB97M-V with the def2-TZVPD basis set.

The geometry in XYZ format:
```
26
Properties=species:S:1:pos:R:3
C 0.04120 -1.36785 -1.94426
C -0.47995 -0.15550 -0.90833
C -1.38905 0.90926 -1.58829
C -1.13671 -0.87175 0.25240
N -1.43129 0.29368 1.25670
C -0.41333 0.23208 2.33949
C 1.08909 0.08711 1.80724
O 1.53882 1.21546 0.98153
H 0.97090 -1.18345 -2.33193
H -0.56443 -1.55389 -2.87605
H 0.04891 -2.26222 -1.32236
H 0.39771 0.41370 -0.57797
H -1.06300 1.85219 -1.62675
H -2.37670 0.83460 -1.10888
H -1.49059 0.53307 -2.65329
H -1.95129 -1.39138 -0.09979
H -0.32664 -1.40592 0.79671
H -2.26904 0.13262 1.71299
H -0.40537 1.26920 2.69989
H -0.60748 -0.47241 3.19278
H 1.17177 -0.72413 1.15457
H 1.81242 -0.06625 2.63572
H 1.07180 2.10116 1.04968
O 2.75639 0.61833 -1.30829
H 2.84689 1.05728 -0.40512
H 2.15899 -0.09497 -1.12840
```

Values from the calculation:
**Energy above the lowest of the compared OMol25 structures with the same formula, charge and spin**: 261.4 kJ/mol
**Spin multiplicity**: 1
**SMILES string**: CC(C)CNCCO.O
**E_HOMO**: -9.443 eV

***

2.
This record from OMol25 describes 3 unconnected molecules or ions with the total composition C6H17NO2. The level of theory is ωB97M-V with the def2-TZVPD basis set.

The geometry in XYZ format:
```
26
Properties=species:S:1:pos:R:3
C 1.73233 -2.18674 0.18794
C 0.64165 -1.64232 0.75534
C 0.50116 -0.81417 1.98887
C -0.67117 0.04221 1.93891
N -0.62930 1.04101 0.80874
C -1.59565 0.69546 -0.21795
C -1.47908 1.69826 -1.30172
H 1.93510 -2.87329 -0.52783
H 2.68147 -2.34024 0.82881
H -0.31199 -1.84828 0.21816
H 1.47510 -0.22438 2.07773
H 0.55204 -1.36740 2.96469
H -0.63173 0.75305 2.86447
H -1.59401 -0.44372 1.88598
H 0.32956 1.18687 0.41778
H -2.57339 0.61672 0.16022
H -1.29774 -0.33026 -0.72275
H -1.45173 1.26919 -2.30274
H -2.31878 2.48015 -1.24495
H -0.46967 2.22425 -1.23455
O -0.82901 -1.15605 -2.97991
H -0.42982 -0.65600 -2.37232
H -1.14787 -1.93638 -2.34279
O 2.65522 1.63054 -0.40370
H 2.26294 1.61277 -1.28058
H 2.66439 2.56876 -0.16582
```

Values from the calculation:
**Energy above the lowest of the compared OMol25 structures with the same formula, charge and spin**: 302.2 kJ/mol
**Spin multiplicity**: 1
**SMILES string**: C=CCCNCC.O.O
**E_HOMO**: -8.537 eV

***

3.
This record from OMol25 describes a single C6H17NO2SSi molecule. The level of theory is ωB97M-V with the def2-TZVPD basis set.

The geometry in XYZ format:
```
28
Properties=species:S:1:pos:R:3
C -1.72226 0.89251 -1.94485
C 2.74115 -0.59512 1.25591
C -0.18862 -2.70129 -0.66744
C 1.96707 0.82661 -1.36585
C -1.20502 1.40314 2.66692
C -2.22503 0.06049 -0.72641
N 0.18197 -1.41627 -0.05411
O 0.54348 0.86280 0.98877
O -1.93966 0.81369 0.44252
Si 1.37204 -0.31716 0.01063
S -0.79320 0.21204 1.37683
H -2.43171 0.66266 -2.76079
H -1.93253 1.86216 -1.76607
H -0.62192 0.80364 -2.06112
H 2.45643 -0.80072 2.26034
H 3.49472 -1.42114 1.11026
H 3.44884 0.13657 1.53466
H -0.03746 -2.78020 -1.86662
H 0.41545 -3.40047 -0.15946
H -1.15629 -2.87885 -0.40394
H 2.87775 0.63843 -1.81255
H 1.44019 0.86095 -2.24950
H 2.10755 1.83834 -1.15950
H -1.32374 2.40977 2.39743
H -2.21047 1.26776 2.98933
H -0.41874 1.50482 3.44147
H -1.54535 -0.68656 -0.57447
H -3.29466 -0.05856 -0.90237
```

Values from the calculation:
**Energy above the lowest of the compared OMol25 structures with the same formula, charge and spin**: 272.1 kJ/mol
**Spin multiplicity**: 1
**E_HOMO**: -7.793 eV

***

4.
This record from OMol25 describes 2 unconnected molecules or ions with the total composition C6H17NOP. The level of theory is ωB97M-V with the def2-TZVPD basis set.

The geometry in XYZ format:
```
26
Properties=species:S:1:pos:R:3
C -3.24102 -0.38165 -1.11152
C -3.60512 -0.33819 1.28243
C 3.64928 0.90481 -1.31827
C 3.56396 -0.27370 1.27223
C -3.03126 0.48359 0.14455
C -1.58262 0.72725 0.46700
N -0.53610 0.20730 -0.03278
O 2.25674 -1.43540 -0.71304
P 2.53950 0.05008 -0.12459
H -2.64831 -1.19230 -1.24569
H -4.31760 -0.61040 -1.18397
H -2.82175 0.18571 -2.08197
H -4.70817 -0.70183 1.03963
H -3.68755 0.28870 2.19406
H -3.09762 -1.34382 1.42030
H 4.12231 0.16180 -1.97867
H 3.01372 1.65444 -1.82027
H 4.41449 1.45260 -0.76162
H 3.68916 0.60491 1.90599
H 3.15436 -0.99086 2.04103
H 4.58527 -0.66786 0.96114
H -3.61585 1.48664 0.02062
H -1.41478 1.43668 1.29931
H 3.04979 -1.44332 -1.35219
H -0.80060 -0.53260 -0.59673
H 1.06978 0.26743 0.27300
```

Values from the calculation:
**Energy above the lowest of the compared OMol25 structures with the same formula, charge and spin**: 178.8 kJ/mol
**Total charge**: +1
**Spin multiplicity**: 1
**E_HOMO**: -13.651 eV